1.
{
  "formula": "C11H30ClIO4P3Ru",
  "method": "the ωB97M-V functional and the def2-TZVPD basis",
  "gap_ev": [8.264, 5.344],
  "e_homo_ev": [-18.860, -19.897],
  "charge": 3,
  "multiplicity": 5,
  "species": ["C", "C", "H", "H", "H", "O", "I", "Ru", "P", "C", "C", "H", "H", "H", "H", "H", "H", "C", "H", "H", "H", "P", "C", "C", "H", "H", "H", "C", "H", "H", "H", "H", "H", "H", "Cl", "C", "O", "P", "O", "C", "O", "C", "H", "H", "H", "H", "H", "H", "H", "H", "H"],
  "coordinates": [[-5.775829, 0.018871, -0.280230], [-4.468188, -0.520137, 0.217094], [-6.607267, -0.555612, 0.161757], [-5.819167, -0.058492, -1.380817], [-5.873170, 1.081194, 0.005897], [-4.205743, -1.408604, 0.976294], [-2.862905, 0.747748, -0.802656], [-0.401646, 0.146684, -0.227737], [-0.477682, 1.642853, 1.679028], [0.303842, 1.018247, 3.196565], [0.512094, 3.144830, 1.349541], [0.318412, 3.913817, 2.110016], [-1.808351, 2.933568, 3.214506], [0.249667, 3.513451, 0.353658], [-2.497264, 2.953873, 1.562282], [1.375405, 0.860270, 3.017700], [1.567484, 2.854720, 1.351617], [-2.030156, 2.328215, 2.326740], [0.176274, 1.772717, 3.987636], [-2.706878, 1.515867, 2.602397], [-0.168510, 0.076555, 3.507951], [-0.253050, -1.303273, -1.964830], [0.603008, -2.877507, -1.618216], [-1.685422, -1.928937, -2.887041], [0.397988, 0.372069, -3.565240], [0.697955, -1.279007, -4.204543], [1.810236, -0.552186, -2.993819], [0.769060, -0.627308, -3.325951], [-2.223294, -1.106338, -3.357302], [-1.330075, -2.617359, -3.666185], [0.552713, -3.500846, -2.523703], [0.101757, -3.397768, -0.792220], [-2.358755, -2.470699, -2.222275], [1.649869, -2.678097, -1.353826], [0.065405, 1.989583, -1.597356], [3.976241, 1.235545, 1.090927], [2.549150, 1.026645, 0.980307], [1.752527, -0.249699, 0.339906], [2.813036, -0.983653, -0.643015], [3.856046, -0.382197, -1.448033], [1.711934, -1.452393, 1.486361], [0.357234, -1.982757, 1.691645], [4.326980, 1.793509, 0.215412], [4.470906, 0.262409, 1.165247], [4.171435, 1.843137, 1.985554], [3.677821, 0.694784, -1.622735], [4.818091, -0.548225, -0.932755], [3.884526, -0.918941, -2.403572], [-0.466408, -1.453906, 1.106720], [0.351884, -3.035290, 1.368922], [0.150781, -1.851931, 2.762375]],
  "atomic_forces_ev_per_a": [[-0.2, 0.1, -0.1], [-1.5, -3.8, 3.1], [0.5, 0.1, -0.1], [0.1, 0.1, 0.4], [0.1, -0.3, -0.1], [0.0, 3.4, -2.8], [-0.1, 0.3, -0.2], [-2.4, 3.8, -1.3], [1.4, 1.9, 2.7], [0.1, -0.6, -0.1], [0.1, -0.1, -0.6], [-0.1, -0.3, -0.1], [0.1, -0.2, -0.2], [0.1, 0.2, 0.4], [0.0, 0.0, 0.1], [-0.4, 0.0, 0.2], [-0.4, 0.3, 0.0], [-0.7, -0.4, -0.6], [0.0, -0.2, -0.3], [0.0, 0.1, 0.1], [0.2, 0.4, 0.1], [2.0, -3.4, -3.1], [0.0, 0.0, 0.4], [-0.8, 0.3, 0.3], [0.1, -0.2, -0.2], [0.0, 0.0, 0.3], [-0.3, 0.0, -0.2], [0.0, 0.6, 0.3], [-0.1, 0.0, -0.1], [0.1, 0.2, 0.3], [0.0, 0.2, 0.3], [0.1, -0.1, -0.3], [-0.1, -0.1, 0.0], [-0.4, -0.2, -0.1], [0.2, -0.5, 0.3], [1.0, -0.1, 0.0], [-2.2, -1.7, -1.2], [5.6, -1.8, 2.3], [-1.5, 1.1, 0.8], [0.7, 0.3, -0.4], [-1.7, 1.7, -1.8], [0.7, -0.4, 0.7], [-0.1, -0.2, 0.2], [0.1, 0.3, 0.1], [-0.3, -0.4, -0.2], [0.1, -0.6, 0.1], [-0.5, 0.2, -0.3], [-0.1, 0.2, 0.3], [0.7, -0.5, 0.6], [0.0, 0.4, 0.4], [-0.1, -0.4, -0.5]]
}

=====

2.
{
  "formula": "C11H30F3O9Y",
  "method": "the ωB97M-V functional and the def2-TZVPD basis",
  "gap_ev": 8.163,
  "e_homo_ev": -7.627,
  "de_lowest_ev": 0.000,
  "species": ["Y", "O", "C", "C", "O", "H", "H", "H", "H", "C", "O", "O", "C", "F", "F", "F", "C", "C", "H", "H", "H", "H", "H", "H", "C", "O", "H", "H", "H", "H", "C", "O", "H", "H", "H", "H", "C", "O", "H", "H", "H", "H", "C", "O", "H", "H", "H", "H", "C", "O", "H", "H", "H", "H"],
  "coordinates": [[-24.511328, -24.505093, -19.189078], [-24.217018, -24.940526, -21.493239], [-24.037268, -26.282672, -21.713177], [-24.747214, -27.193971, -20.702040], [-24.561961, -26.845371, -19.358189], [-22.970938, -26.614961, -21.643897], [-24.341772, -26.618082, -22.722040], [-24.484436, -28.240475, -20.935372], [-25.844940, -27.136404, -20.891462], [-23.916063, -21.981942, -16.861498], [-22.522160, -22.406760, -16.905397], [-24.572989, -22.513746, -17.841206], [-24.552617, -22.332233, -15.503864], [-25.874566, -22.097887, -15.538159], [-24.390600, -23.623515, -15.155407], [-24.060640, -21.579693, -14.495383], [-21.604947, -21.861555, -15.991180], [-20.202924, -22.243543, -16.441485], [-19.912079, -21.767806, -17.376907], [-19.492373, -21.932993, -15.668834], [-20.102442, -23.329341, -16.514689], [-21.768368, -22.261221, -14.988542], [-21.680835, -20.767360, -15.954301], [-23.885660, -20.867015, -16.909879], [-27.739391, -23.166681, -19.881449], [-26.641784, -24.047022, -20.246282], [-27.665673, -22.218895, -20.417553], [-28.693170, -23.645295, -20.093669], [-27.637497, -22.943021, -18.823187], [-26.603846, -24.159580, -21.205160], [-27.031388, -25.066215, -16.549690], [-26.105223, -25.350005, -17.585755], [-26.816431, -25.675780, -15.671356], [-26.883651, -24.025806, -16.273447], [-28.052869, -25.222359, -16.896393], [-26.139875, -26.283215, -17.857692], [-22.316052, -25.711890, -16.328095], [-23.330290, -25.670862, -17.308269], [-22.475970, -26.550694, -15.642203], [-21.325897, -25.889270, -16.780213], [-22.284508, -24.765401, -15.809249], [-23.454637, -26.569373, -17.666787], [-21.063422, -24.519653, -19.791973], [-22.210190, -23.987101, -19.171512], [-20.812947, -23.948456, -20.689374], [-20.203838, -24.471852, -19.112127], [-21.249233, -25.560121, -20.035508], [-22.001710, -23.181832, -18.672529], [-23.419065, -20.983818, -20.632710], [-23.763023, -22.346741, -20.662790], [-23.107018, -20.713655, -19.627261], [-22.589664, -20.769100, -21.319063], [-24.256613, -20.341428, -20.928243], [-23.819519, -22.628692, -21.585383]],
  "atomic_forces_ev_per_a": [[0.6, 0.0, -0.7], [-0.5, 0.8, 1.5], [0.7, -1.3, 0.2], [-1.3, 0.0, -0.3], [0.5, 1.4, 0.2], [0.0, 0.5, -0.1], [-0.2, 0.2, 0.0], [0.2, 0.1, 0.2], [0.2, 0.0, -0.3], [0.6, 0.9, 0.2], [-0.4, -0.3, -0.1], [-0.6, -1.6, -1.5], [0.1, -0.1, 0.3], [0.0, 0.1, 0.0], [0.0, 0.1, -0.1], [0.0, 0.0, 0.1], [0.6, 0.1, 0.0], [0.1, -0.1, 0.5], [-0.1, -0.1, -0.1], [0.0, 0.1, -0.1], [-0.1, 0.0, -0.2], [-0.1, 0.1, 0.1], [-0.2, 0.0, 0.1], [0.0, -0.1, 0.3], [0.6, -0.1, -0.2], [-0.6, 0.6, 0.3], [0.0, -0.1, -0.1], [0.0, 0.0, 0.1], [0.0, -0.2, 0.1], [0.3, -0.1, 0.0], [0.1, 0.2, 0.1], [-0.1, -0.3, -0.4], [-0.1, -0.1, 0.0], [-0.1, 0.0, -0.1], [-0.1, 0.0, 0.1], [0.2, 0.1, -0.1], [0.7, -0.4, -0.2], [-0.2, -0.5, 0.0], [-0.2, 0.3, 0.1], [-0.2, 0.2, -0.1], [-0.2, 0.1, 0.2], [-0.2, 0.2, -0.3], [0.6, 0.2, 0.0], [0.1, 0.1, 0.2], [-0.1, -0.2, -0.1], [-0.1, -0.1, 0.0], [-0.1, 0.0, -0.1], [-0.2, -0.1, 0.2], [0.1, 0.6, -0.2], [-0.4, -0.3, -0.4], [-0.1, -0.1, 0.1], [0.0, -0.1, 0.1], [0.0, 0.0, 0.1], [0.0, -0.5, 0.2]]
}

=====

3.
{
  "formula": "C11H30LiO7",
  "method": "the ωB97M-V functional and the def2-TZVPD basis",
  "gap_ev": 5.294,
  "e_homo_ev": -3.003,
  "charge": -1,
  "de_lowest_ev": 1.568,
  "species": ["Li", "C", "C", "O", "H", "H", "H", "H", "H", "C", "C", "O", "H", "H", "H", "H", "H", "C", "C", "C", "O", "H", "H", "H", "H", "H", "H", "H", "H", "C", "C", "O", "O", "H", "H", "H", "H", "H", "H", "C", "C", "O", "O", "H", "H", "H", "H", "H", "H"],
  "coordinates": [[-12.159485, 36.494538, -3.002509], [-13.858419, 39.778476, -5.566508], [-12.702574, 38.942443, -4.957720], [-13.218091, 37.909507, -4.164206], [-14.560183, 39.191455, -6.158997], [-13.490444, 40.592559, -6.190976], [-14.560896, 40.185912, -4.839444], [-11.939251, 39.415932, -4.340261], [-12.134921, 38.675660, -5.849170], [-13.142949, 32.597829, -2.272679], [-13.298431, 33.401593, -3.595498], [-13.404602, 34.824039, -3.415053], [-13.247246, 31.514160, -2.326500], [-13.891329, 33.016746, -1.599960], [-12.198337, 32.872849, -1.803462], [-14.143750, 33.074968, -4.201185], [-12.389598, 33.105794, -4.119547], [-12.680543, 37.333379, 1.004101], [-11.460710, 36.951178, 0.171235], [-11.180838, 35.490757, 0.166294], [-11.468009, 37.509931, -1.105711], [-12.741321, 36.913497, 2.008153], [-13.565271, 36.999403, 0.462064], [-12.633011, 38.421074, 1.056612], [-10.578461, 37.430699, 0.595278], [-12.043946, 34.875151, -0.087028], [-10.887228, 35.272288, 1.193013], [-10.353335, 35.182506, -0.472708], [-11.119241, 38.401485, -1.034375], [-8.245397, 37.218206, -3.438889], [-9.448222, 36.669460, -4.168444], [-10.151140, 35.745043, -3.324181], [-7.259154, 36.282526, -3.107164], [-8.589337, 37.670209, -2.508570], [-7.827610, 37.994328, -4.080132], [-9.058416, 36.166199, -5.053251], [-10.182346, 37.462799, -4.309021], [-9.527786, 35.038873, -3.138868], [-6.427968, 36.755446, -3.191323], [-13.721435, 40.599820, -1.729626], [-14.920172, 41.621630, -2.062063], [-15.896233, 41.506106, -0.949500], [-14.046070, 39.172221, -1.854750], [-13.349181, 40.859591, -0.738633], [-12.716728, 40.672605, -2.145997], [-15.345618, 41.337121, -3.024422], [-14.604272, 42.637936, -2.297465], [-16.664089, 42.047277, -1.147323], [-13.649361, 38.781522, -2.636782]],
  "atomic_forces_ev_per_a": [[-1.4, -0.6, -0.7], [0.0, 0.5, 0.6], [-1.6, -1.2, 0.7], [1.2, 0.4, -0.1], [0.6, -0.6, -0.3], [0.1, 0.2, -0.1], [0.4, 0.3, 0.5], [0.1, 1.5, 0.0], [0.4, -0.9, -0.5], [-0.8, 1.2, 0.1], [0.5, 2.2, 0.8], [0.9, -2.0, 0.4], [0.0, -0.1, -0.2], [-0.3, -0.3, 0.2], [0.3, -0.2, -0.1], [-0.4, -0.5, 0.0], [0.5, 0.1, -0.8], [0.0, 0.2, -0.8], [1.0, 0.3, 1.4], [0.0, -0.9, 0.2], [-0.5, 0.1, -1.6], [0.4, -0.1, 0.0], [-0.1, 0.3, 0.0], [-0.6, 0.1, 0.2], [0.2, -0.1, 0.9], [-0.1, 0.1, -0.1], [-0.1, -0.4, 0.1], [0.0, 0.3, -0.1], [-0.4, 0.0, -0.2], [-0.8, 1.4, 0.1], [0.2, -0.7, 1.3], [0.4, 0.2, -0.4], [0.5, -0.8, -0.3], [-0.2, 0.3, 0.1], [0.1, 0.3, 0.0], [-0.6, 0.1, -0.5], [0.3, 0.1, -0.7], [-0.2, -0.3, 0.2], [0.1, -0.3, 0.1], [-0.4, -1.1, 0.0], [0.6, -1.9, 0.2], [1.5, 0.3, -1.2], [-0.8, 2.9, 2.2], [-1.0, -0.4, 1.0], [-0.4, 0.9, -1.6], [-0.4, -0.6, 0.2], [0.4, 0.3, 0.9], [0.0, 0.0, -0.2], [0.4, -0.6, -1.7]]
}

=====

4.
{
  "formula": "C11H31B2O9",
  "method": "the ωB97M-V functional and the def2-TZVPD basis",
  "gap_ev": 6.121,
  "e_homo_ev": -3.605,
  "charge": -1,
  "species": ["C", "C", "C", "O", "B", "C", "O", "C", "C", "B", "O", "O", "H", "H", "H", "H", "H", "H", "H", "H", "H", "H", "H", "C", "O", "H", "H", "H", "H", "C", "O", "H", "H", "H", "H", "C", "O", "H", "H", "H", "H", "C", "O", "H", "H", "H", "H", "C", "O", "H", "H", "H", "H"],
  "coordinates": [[4.120088, 1.889716, 0.477263], [3.027515, 1.345145, 0.442530], [1.714425, 0.487850, 0.333353], [2.164311, -0.668261, -0.425953], [0.847950, -1.350471, -0.659463], [0.798840, -2.433719, 0.597619], [-0.183426, -0.299809, -0.716914], [0.546973, 0.966080, -0.647933], [-0.431040, 2.138138, -0.213562], [-1.716538, 1.603879, 0.624967], [-1.792941, 1.962738, 2.025409], [-2.778516, 0.853086, 0.063242], [5.217381, 2.105929, 0.474390], [1.392199, 0.317489, 1.403005], [0.824229, -1.952013, -1.711411], [1.535313, -3.256804, 0.309125], [1.211143, -2.000337, 1.565338], [-0.229671, -2.864328, 0.793886], [0.871979, 1.180076, -1.715465], [-0.838650, 2.592370, -1.179703], [0.064087, 2.970074, 0.372320], [-1.375333, 1.233303, 2.527664], [-2.714664, -0.097735, 0.269989], [-1.985219, -5.271214, 1.620497], [-1.696736, -4.221353, 2.533224], [-1.757099, -4.930256, 0.611986], [-1.371436, -6.145678, 1.854262], [-3.045866, -5.531872, 1.683835], [-1.906141, -4.544954, 3.417084], [1.233188, 3.335646, -3.862025], [2.433769, 2.863320, -3.269741], [0.729478, 3.994335, -3.160296], [1.465893, 3.891408, -4.775430], [0.581296, 2.488735, -4.095536], [2.858077, 2.282920, -3.911890], [-5.333206, -3.454771, 0.683357], [-4.085938, -2.812194, 0.481558], [-5.734759, -3.750787, -0.285383], [-5.196365, -4.344966, 1.304713], [-6.031645, -2.766940, 1.168471], [-3.750284, -2.560714, 1.351294], [0.499341, 7.386315, -3.883965], [-0.069384, 6.174925, -3.410243], [0.804526, 7.247074, -4.920479], [-0.240380, 8.189969, -3.830386], [1.374193, 7.645698, -3.282031], [-0.330969, 6.321821, -2.493341], [3.311051, -2.790102, 3.996129], [2.236271, -3.325888, 3.240760], [3.629689, -1.855955, 3.534630], [2.983591, -2.593195, 5.021703], [4.148790, -3.493898, 4.002280], [1.970624, -4.149833, 3.665282]],
  "atomic_forces_ev_per_a": [[0.3, -0.8, 0.0], [-0.4, 0.0, -0.3], [2.5, 1.0, -2.0], [-0.8, 1.7, 1.3], [0.5, -1.7, 0.6], [-0.2, -0.3, 0.2], [0.3, 2.0, 0.8], [-1.1, -0.7, 0.3], [-0.7, 0.3, -0.3], [0.1, -0.4, 0.2], [0.4, -1.2, -0.9], [1.1, 0.5, 0.7], [-1.9, -0.1, 0.0], [-0.2, -0.2, -1.2], [0.2, -0.3, -0.5], [-1.0, 0.7, 0.4], [-0.7, -0.5, -1.1], [1.0, 0.2, -0.1], [0.5, -0.1, 1.6], [0.5, -0.5, 1.1], [-0.2, -1.0, -0.7], [-0.4, 0.6, -0.2], [0.0, 0.5, -0.3], [0.0, 0.0, 0.2], [-0.2, 0.1, 0.2], [0.0, 0.1, 0.1], [-0.1, -0.1, -0.2], [0.0, -0.2, -0.2], [0.1, 0.1, -0.1], [0.2, -0.4, 0.0], [0.2, 0.1, -0.1], [0.1, -0.1, -0.1], [-0.3, 0.1, 0.0], [-0.2, 0.1, -0.1], [0.0, 0.0, 0.3], [0.3, 0.2, 0.2], [-0.1, 0.0, 0.0], [0.1, 0.0, 0.0], [-0.2, -0.1, 0.0], [-0.2, -0.2, 0.0], [0.2, -0.1, -0.2], [-0.1, -0.1, 0.3], [-0.1, 0.2, 0.0], [0.0, -0.1, 0.1], [0.1, 0.2, -0.1], [0.1, 0.2, -0.1], [0.0, -0.2, -0.1], [-0.2, -0.3, 0.0], [0.1, -0.1, 0.3], [-0.1, -0.1, -0.1], [0.2, 0.1, 0.1], [0.2, 0.2, 0.1], [-0.1, 0.1, -0.2]]
}